No. 1
{"formula": "C48H54F6O24S6", "method": "wB97M-V/def2-TZVPD", "species": ["S", "S", "S", "S", "S", "S", "F", "F", "F", "F", "F", "F", "O", "O", "O", "O", "O", "O", "O", "O", "O", "O", "O", "O", "O", "O", "O", "O", "O", "O", "O", "O", "O", "O", "O", "O", "C", "C", "C", "C", "C", "C", "C", "C", "C", "C", "C", "C", "C", "C", "C", "C", "C", "C", "C", "C", "C", "C", "C", "C", "C", "C", "C", "C", "C", "C", "C", "C", "C", "C", "C", "C", "C", "C", "C", "C", "C", "C", "C", "C", "C", "C", "C", "C", "H", "H", "H", "H", "H", "H", "H", "H", "H", "H", "H", "H", "H", "H", "H", "H", "H", "H", "H", "H", "H", "H", "H", "H", "H", "H", "H", "H", "H", "H", "H", "H", "H", "H", "H", "H", "H", "H", "H", "H", "H", "H", "H", "H", "H", "H", "H", "H", "H", "H", "H", "H", "H", "H"], "positions_angstrom": [[-0.2387, 0.5799, 0.9437], [-6.0472, 3.2395, 2.2955], [-0.0778, 4.4128, -0.6774], [-3.5334, -1.9839, 3.7868], [-4.6701, 0.7181, -2.0500], [-1.1448, -0.1653, -5.5792], [-0.0446, -3.3569, 1.2575], [-3.5332, -6.4627, -0.7386], [4.2803, 0.9602, 7.0078], [-1.0439, 3.3088, 3.7411], [4.1581, -5.8128, -3.8800], [3.9407, 2.6975, -1.4794], [-0.0634, -0.7412, 0.0717], [-3.7120, -0.2451, -1.5129], [0.9934, 3.7385, 0.4044], [-4.3209, 2.2910, -1.6845], [-5.4281, 2.2128, 3.5036], [-7.4424, 2.8532, 1.9770], [-0.9507, 1.5572, 0.1355], [1.3855, 0.8037, 0.9364], [-0.7367, 0.2714, 2.3123], [-0.1109, 3.7733, -2.0332], [-4.3070, 1.0515, -3.6645], [-0.8130, -1.3725, -6.6666], [-2.3415, -1.9678, 4.6084], [-4.6596, -1.2743, 4.3415], [-0.6455, -0.5040, -4.2586], [-5.7579, 4.6463, 2.7062], [-4.9023, 2.6441, 1.2426], [0.7577, 5.8365, -0.7220], [-0.8578, 1.1270, -6.1485], [-3.1125, -1.4230, 2.2503], [-3.8756, -3.4785, 3.2496], [-2.7514, -0.5120, -5.6641], [-6.1080, 0.4752, -1.8754], [-1.3578, 4.6148, 0.0228], [2.6768, 1.1403, 5.1791], [2.4522, 1.5138, 3.8944], [-1.6107, -3.7561, -2.1895], [-3.7155, 2.2220, 1.8651], [-3.3497, 2.8285, -2.4617], [-0.1833, 1.4151, 7.3342], [1.2046, -3.0461, 1.3714], [1.3130, 6.0799, 0.5590], [-3.1776, -1.5668, -6.4808], [3.5409, 1.8456, 3.0747], [3.7252, 2.1467, -2.7246], [-3.9314, -3.4702, -2.6912], [-4.2503, -4.6377, -1.9809], [-3.2687, -5.2853, -1.3210], [1.9586, 0.4276, -0.3331], [0.9314, -0.5469, -0.9358], [-3.4577, 2.1949, -3.8339], [2.3814, 1.7937, -4.6474], [3.9320, -2.4722, -2.6009], [-1.9772, -4.8027, -1.3200], [-2.5739, -3.1019, -2.8963], [0.4061, 2.6705, 7.1530], [5.0502, 1.7757, 4.9390], [2.7151, 2.5487, -3.5998], [-4.0307, 2.0684, 3.3687], [5.7638, -4.4925, -2.5362], [-0.7211, 2.6944, 4.9705], [5.1840, -2.2478, -1.9694], [2.8945, -1.7712, 2.6175], [-0.9447, 0.7687, 6.3983], [4.2932, 0.3649, -4.2697], [3.5210, -3.4013, 0.8710], [1.6356, 4.6987, 1.1262], [2.1790, -3.6166, 0.6034], [1.5807, -2.1525, 2.3976], [4.4931, 1.0684, -3.0839], [-1.1739, 1.4052, 5.1969], [3.2156, 0.7809, -5.0478], [0.0252, 3.3431, 5.9952], [6.0793, -3.3511, -1.8857], [4.0080, 1.2522, 5.6778], [-1.9387, -1.7597, -7.3911], [3.6682, -3.6120, -3.3333], [-3.4333, -3.7650, 1.9166], [4.5498, -4.6687, -3.2523], [3.8789, -2.4968, 1.9173], [4.8140, 2.1359, 3.6283], [-3.1508, -2.4372, 1.2626], [-4.7142, -2.9278, -3.2005], [-3.2705, -2.4438, -5.8402], [1.8859, -4.2514, -0.2198], [2.7190, 4.5802, 1.1468], [3.0671, -1.0899, 3.4375], [-1.8688, -2.8398, -7.5193], [-3.4695, 1.3919, 1.2029], [-2.2674, -2.4741, 0.6252], [2.1808, 3.4545, -3.3541], [2.0281, 1.3783, -0.8617], [5.1683, 0.6957, -2.3279], [0.5661, 6.5714, 1.1824], [1.3910, -1.5106, -1.1555], [1.0195, 3.1175, 7.9214], [-0.1611, 0.9954, 8.3291], [-1.8093, 0.8351, 4.5353], [-3.8036, 1.0744, 3.7540], [-2.0358, -1.2285, -8.3380], [0.8147, -1.8814, 3.1090], [-0.6029, -3.3776, -2.2770], [-2.5962, -4.4630, 1.9324], [1.6453, 2.1552, -5.3503], [-2.5405, 1.8500, -4.3113], [5.3027, -1.3482, -1.3837], [-4.0588, -2.1427, 0.7363], [5.9969, 1.9967, 5.4092], [2.1570, 6.7579, 0.4326], [1.5131, 1.1983, 3.4644], [-2.4316, -2.2497, -3.5443], [6.4189, -5.3483, -2.4659], [-2.9672, 3.0057, 1.7469], [-5.2640, -5.0099, -1.9943], [3.0335, 0.3081, -6.0016], [-3.5035, 2.7222, 4.0635], [6.9565, -3.3010, -1.2576], [3.1813, -1.6984, -2.6655], [3.3819, 1.9808, 2.0151], [-1.2916, -0.2466, 6.5214], [5.0169, -0.4101, -4.4749], [1.2487, 4.6425, 2.1437], [4.3144, -3.8894, 0.3245], [0.3672, 4.3669, 5.9596], [1.8798, 0.7333, 5.7838], [-2.3938, 2.5192, -2.0391], [2.9203, -0.0746, -0.2288], [4.8853, -2.2099, 2.1844], [-3.3924, 3.9168, -2.5054], [5.6264, 2.6798, 3.1695], [2.7797, -3.7393, -3.9339], [0.4183, -0.1504, -1.8120], [-1.2892, -5.3134, -0.6625], [-3.8457, 2.9494, -4.5182], [-4.2692, -4.1634, 1.3416], [-4.1471, -1.3326, -6.9204]], "max_force_ev_per_a": 4.66, "smiles": "O=S1(=O)OCCO1.O=S1(=O)OCCO1.O=S1(=O)OCCO1.O=S1(=O)OCCO1.O=S1(=O)OCCO1.O=S1(=O)OCCO1.Fc1ccccc1.Fc1ccccc1.Fc1ccccc1.Fc1ccccc1.Fc1ccccc1.Fc1ccccc1", "orbital_gap_ev": 9.229, "de_lowest_kcal_mol": 57.68, "e_homo_ev": -9.1364}

=====

No. 2
{"formula": "C11H10F2O", "method": "wB97M-V/def2-TZVPD", "species": ["F", "F", "O", "C", "C", "C", "C", "C", "C", "C", "C", "C", "C", "C", "H", "H", "H", "H", "H", "H", "H", "H", "H", "H"], "positions_angstrom": [[1.1458, -2.4946, 0.2358], [3.0409, -1.8316, -0.7190], [-0.6803, -1.3096, 2.0126], [1.0190, 2.6726, 0.3282], [-1.7216, -0.7977, -0.0622], [0.3337, 0.3888, 0.6437], [2.5472, 0.8157, -0.1690], [0.0663, 1.7382, 0.7288], [-2.3949, -2.0826, 0.0649], [1.5532, -0.1654, 0.1549], [1.9312, -1.4926, -0.0686], [2.2594, 2.1258, -0.0899], [-1.8005, 0.2254, -1.1454], [-0.7097, -0.6695, 0.9499], [-2.6242, -2.3192, 1.1873], [-2.8823, 0.4100, -1.3211], [-1.2780, -0.1535, -2.0924], [-0.7264, 1.9642, 1.3705], [3.4722, 0.3964, -0.4009], [-3.3362, -2.2631, -0.5312], [-1.2329, 1.1533, -0.7021], [0.9423, 3.6957, 0.2901], [2.7738, 2.9670, -0.4525], [-1.6978, -2.9737, -0.2125]], "max_force_ev_per_a": 4.02, "orbital_gap_ev": [7.793, 6.372], "de_lowest_kcal_mol": 36.82, "e_homo_ev": [-8.3342, -7.2752]}

=====

No. 3
{"formula": "H4N3O", "method": "wB97M-V/def2-TZVPD", "species": ["O", "N", "N", "N", "H", "H", "H", "H"], "positions_angstrom": [[1.3701, 0.6663, 0.0725], [-1.1930, -0.6766, 0.1098], [-1.0915, 0.6663, 0.2761], [1.5533, -0.6456, -0.0191], [0.0155, 0.8992, 0.2576], [1.5671, -0.8783, -1.0369], [-0.7128, -1.1011, 0.9120], [-1.5086, 1.0698, -0.5721]], "max_force_ev_per_a": 0.80, "total_charge": -1, "orbital_gap_ev": [7.975, 7.488], "de_lowest_kcal_mol": 66.95, "e_homo_ev": [-2.6136, -2.1178]}

=====

No. 4
{"formula": "C3H3ClN2S", "method": "wB97M-V/def2-TZVPD", "species": ["Cl", "S", "N", "N", "C", "C", "C", "H", "H", "H"], "positions_angstrom": [[0.1836, 0.2256, 2.5484], [-2.3480, -1.0780, 1.8417], [-0.5368, -0.2322, 0.2078], [-1.4504, -0.9321, -1.9246], [-1.0736, -0.6800, -0.8905], [-0.9018, -0.4807, 1.4048], [1.5671, 0.7848, -0.8490], [1.1964, 1.1807, -1.7030], [1.4996, 1.5047, -0.0095], [1.8639, -0.2928, -0.6260]], "max_force_ev_per_a": 5.10, "orbital_gap_ev": [8.599, 4.799], "de_lowest_kcal_mol": 112.56, "e_homo_ev": [-9.8710, -8.6402]}

=====

No. 5
{"formula": "C2H6N4S", "method": "wB97M-V/def2-TZVPD", "species": ["S", "N", "N", "N", "N", "C", "C", "H", "H", "H", "H", "H", "H"], "positions_angstrom": [[-2.0844, 1.1036, -2.5745], [-0.6444, 1.0863, -0.3023], [-0.4099, -0.7802, -1.6527], [0.7022, -0.4830, 0.8522], [1.1668, -0.8610, 2.0743], [-1.0205, 0.3920, -1.4950], [0.1028, 0.6175, 0.7495], [1.5975, -1.7769, 1.9949], [0.1751, -1.1517, -0.8843], [-0.9720, 2.0448, -0.2821], [0.2433, 1.4349, 1.4660], [-0.6886, -1.3842, -2.4401], [1.8321, -0.2421, 2.4940]], "max_force_ev_per_a": 2.23, "smiles": "N/N=C/NC(N)=S", "orbital_gap_ev": 9.035, "de_lowest_kcal_mol": 17.65, "e_homo_ev": -8.2240}

=====

No. 6
{"formula": "C5H38NO15", "method": "wB97M-V/def2-TZVPD", "species": ["O", "O", "O", "O", "O", "O", "O", "O", "O", "O", "O", "O", "O", "O", "O", "N", "C", "C", "C", "C", "C", "H", "H", "H", "H", "H", "H", "H", "H", "H", "H", "H", "H", "H", "H", "H", "H", "H", "H", "H", "H", "H", "H", "H", "H", "H", "H", "H", "H", "H", "H", "H", "H", "H", "H", "H", "H", "H", "H"], "positions_angstrom": [[-2.4580, 0.0812, -3.1711], [-1.7559, -2.9335, 0.5745], [0.8745, 2.9956, 3.1233], [2.2479, 4.3981, -1.3350], [-3.3784, 1.1009, -0.8342], [-0.9407, -1.4137, 2.7169], [1.1313, -3.5111, -0.5412], [1.1870, -1.3713, -2.0987], [1.4717, -2.5610, 1.9501], [-3.8606, -1.5092, -0.3311], [2.6964, 3.3081, 1.1290], [0.5652, 0.4067, 4.0391], [2.9317, -0.5737, 3.0934], [0.1563, -0.0401, -3.9893], [-1.3915, -2.1073, -2.0019], [1.8189, -0.1692, -0.1626], [0.4135, 0.1896, 0.1461], [-2.5092, 1.6734, 0.1094], [-1.1608, 2.1233, -0.4693], [-0.3363, 0.9455, -0.9628], [2.1174, -0.5317, -1.5639], [0.5654, 1.3432, 3.7146], [-0.9454, 0.2338, -1.5054], [-2.3656, 0.9116, 0.8549], [-1.6278, 0.2908, -3.6141], [0.5328, -0.6829, -3.2505], [-0.4068, -0.7356, 3.2160], [-0.1674, -0.7260, 0.3981], [2.4979, 3.8787, 0.3693], [1.3608, 4.7094, -1.5590], [-0.4462, -1.8043, -2.1511], [-1.7371, -0.9267, 2.4941], [0.1783, -3.6533, -0.5328], [2.5272, -1.4027, 2.7412], [2.9725, 0.0349, 2.3580], [0.4694, 0.7927, 1.0516], [-1.4505, -2.4595, -1.1081], [-3.0412, 2.5836, 0.5280], [1.4742, 0.0553, 3.9012], [-0.6018, 2.6564, 0.2953], [2.0481, -0.9341, 0.4840], [-1.3195, -2.4604, 1.3024], [1.4668, 3.0709, 2.3479], [-2.3010, -0.8149, -2.8239], [3.0938, -1.0246, -1.5975], [-2.9471, 0.8947, -1.7068], [-1.3640, 2.8529, -1.2661], [-2.6068, -2.4456, 0.4855], [2.6978, 2.3975, 0.8279], [-3.8099, -0.5281, -0.3860], [2.2810, 3.5197, -1.7282], [1.4828, -2.9625, 1.0463], [2.1424, 0.4080, -2.1775], [0.3280, 3.7817, 3.1254], [-3.6591, -1.8153, -1.2170], [0.5636, -2.3639, 2.1689], [0.3609, 1.2772, -1.7461], [0.8907, 0.2783, -4.4947], [1.2063, -2.7366, -1.1686]], "max_force_ev_per_a": 1.57, "total_charge": -1, "orbital_gap_ev": 7.804, "de_lowest_kcal_mol": 17.57, "e_homo_ev": -5.6728}

=====

No. 7
{"formula": "C6H13N", "method": "wB97M-V/def2-TZVPD", "species": ["N", "C", "C", "C", "C", "C", "C", "H", "H", "H", "H", "H", "H", "H", "H", "H", "H", "H", "H", "H"], "positions_angstrom": [[1.4061, 0.0330, -0.0156], [0.5096, -0.0121, -1.1652], [-1.5572, 0.0361, 1.2590], [-1.1864, -1.1462, 1.7421], [2.8397, 0.0626, -0.3267], [-1.8685, 0.1904, -0.2374], [-0.7208, 0.9218, -0.9508], [-0.2869, 1.7590, -0.3975], [3.4218, 0.4202, 0.5209], [-1.2624, 0.9776, 1.7129], [1.1670, 0.2935, -1.9795], [-1.0837, 1.2699, -1.9185], [3.2186, -0.9161, -0.6142], [-1.4820, -2.0441, 1.2115], [-0.8452, -1.2881, 2.7600], [0.0095, -0.9537, -1.4465], [-2.8765, 0.5417, -0.4573], [1.2037, -0.6815, 0.6741], [2.9518, 0.7386, -1.1741], [-1.8712, -0.8331, -0.6348]], "max_force_ev_per_a": 1.97, "smiles": "C=CCCCNC", "orbital_gap_ev": 9.667, "de_lowest_kcal_mol": 33.19, "e_homo_ev": -8.4756}